# 1
Density functional theory data (ωB97M-V/def2-TZVPD) for 11 unconnected molecules or ions with the total composition C6H30NO11.

As for the multiplicity: 1. The calculation puts the LUMO energy at 2.9 eV. The charge is -1. The value obtained for the HOMO energy is -5.74 eV. For the orbital gap, the calculation gives 0.3179 hartree.

Each atom is followed by the atoms it is bonded to, with distances in Å.
Positions of all 48 atoms, in Å:
1 C -2.26689 1.04756 -0.24765  O2 1.490, C3 1.527, H9 1.137, H10 1.165
2 O -2.88066 0.12176 0.74588  C1 1.490, H34 1.020
3 C -0.81432 0.74041 -0.60521  C1 1.527, C4 1.503, H11 1.172, H12 1.104
4 C 0.25559 1.75159 -0.30043  C3 1.503, C5 1.507, H13 1.103, H14 1.115
5 C 0.14021 2.32987 1.08604  C4 1.507, C6 1.381, N8 1.387
6 C 0.01227 3.64963 1.47259  C5 1.381, H15 1.057, H16 1.058
7 C 1.10203 0.47508 2.26484  N8 1.305, H17 1.077, H18 1.147
8 N 0.22993 1.43783 2.14405  C5 1.387, C7 1.305
9 H -2.91918 1.01525 -1.17778  C1 1.137
10 H -2.46499 2.11838 0.16735  C1 1.165
11 H -0.75161 0.27203 -1.67807  C3 1.172
12 H -0.47838 -0.20281 -0.13936  C3 1.104
13 H 0.47018 2.52132 -1.06106  C4 1.103
14 H 1.19040 1.15190 -0.20591  C4 1.115
15 H -0.20145 4.42633 0.78885  C6 1.057
16 H 0.04966 3.86343 2.50763  C6 1.058
17 H 1.06761 -0.12488 3.15908  C7 1.077
18 H 2.02869 0.41781 1.59177  C7 1.147
19 H -0.44573 -2.75615 -1.22761  O21 1.081
20 H -1.26841 -2.91617 -2.77078  O21 0.947
21 O -0.45232 -2.94894 -2.29116  H19 1.081, H20 0.947
22 H 2.15485 -0.93242 -2.49113  O24 1.043
23 H 0.56992 -1.66918 -2.68729  O24 1.003
24 O 1.14522 -0.84957 -2.73982  H22 1.043, H23 1.003
25 H 3.42912 0.19874 -1.19869  O27 1.001
26 H 2.77784 -1.22520 -0.77650  O27 1.027
27 O 3.35736 -0.75822 -1.48451  H25 1.001, H26 1.027
28 H -3.34625 -2.95210 0.01184  O36 0.865
29 H -0.92796 -1.44469 3.04746  O30 1.021
30 O -0.19518 -2.13739 2.88720  H29 1.021, H47 0.992
31 H -2.96981 0.37241 2.38491  O33 0.956
32 H -2.02844 0.33539 3.52362  O33 0.838
33 O -2.84330 0.38416 3.33206  H31 0.956, H32 0.838
34 H -2.90952 -0.83002 0.38036  O2 1.020
35 H -1.87190 -2.47412 0.01201  O36 1.027
36 O -2.82010 -2.38384 -0.37323  H28 0.865, H35 1.027
37 H 1.99617 3.64182 -1.56912  O39 0.946
38 H 2.70609 2.31148 -2.16711  O39 1.000
39 O 2.79452 3.13492 -1.60580  H37 0.946, H38 1.000
40 H 1.18153 -1.89891 0.52170  O42 1.003
41 H 2.43422 -2.69550 0.96368  O42 0.889
42 O 2.17669 -1.90414 0.65004  H40 1.003, H41 0.889
43 H 0.73868 0.59193 -3.31074  O45 0.962
44 H 0.17996 2.04932 -3.12760  O45 0.953
45 O 0.93026 1.53047 -3.40439  H43 0.962, H44 0.953
46 H 0.20923 -3.44316 0.20242  O48 0.958
47 H -0.39216 -2.39491 1.94956  O30 0.992
48 O -0.26139 -2.60883 0.20211  H46 0.958



# 2
Density functional theory data (ωB97M-V/def2-TZVPD) for 10 unconnected molecules or ions with the total composition C6H32O10.

As for the multiplicity: 1. The calculation puts the LUMO energy at -0.3 eV. The charge is 0. The value obtained for the HOMO energy is -9.99 eV. The SMILES is CCO.CCO.CCO.O.O.O.O.O.O.O. For the orbital gap, the calculation gives 0.3544 hartree.

Each atom is followed by the atoms it is bonded to, with distances in Å.
Positions of all 48 atoms, in Å:
1 O -2.27570 1.75179 1.58005  H2 0.962, H3 0.967
2 H -2.58138 0.96283 2.03682  O1 0.962
3 H -1.48350 2.01615 2.06742  O1 0.967
4 O 4.39073 2.75705 -0.26344  H5 0.964, H6 0.963
5 H 4.47784 2.77495 -1.22307  O4 0.964
6 H 4.24089 3.67265 -0.00554  O4 0.963
7 O 5.07515 0.00570 0.92288  H8 0.962, H9 0.965
8 H 5.08847 0.14931 1.87430  O7 0.962
9 H 5.03912 0.88978 0.53764  O7 0.965
10 O 0.66134 2.14701 -2.58689  H11 0.960, H12 0.966
11 H 1.24955 2.89050 -2.43293  O10 0.960
12 H 0.53442 1.77508 -1.70480  O10 0.966
13 O 0.47249 1.78239 2.82163  H14 0.962, H15 0.970
14 H 0.73942 2.70594 2.78576  O13 0.962
15 H 0.73742 1.41829 1.96253  O13 0.970
16 O 4.12597 -2.46880 -0.31447  H17 0.967, H18 0.961
17 H 4.28063 -1.65940 0.19149  O16 0.967
18 H 4.58309 -2.32262 -1.14684  O16 0.961
19 O 2.58620 -0.24437 4.04908  H20 0.966, H21 0.961
20 H 1.85939 0.39240 4.04944  O19 0.966
21 H 3.19877 0.07597 4.71696  O19 0.961
22 C -2.70654 -2.38618 0.62929  C23 1.511, H25 1.095, H26 1.090, H27 1.092
23 C -4.19936 -2.55352 0.79655  C22 1.511, O24 1.438, H28 1.095, H29 1.091
24 O -4.51832 -3.50969 1.82148  C23 1.438, H30 0.960
25 H -2.25587 -3.30220 0.23458  C22 1.095
26 H -2.20226 -2.20214 1.57755  C22 1.090
27 H -2.50884 -1.59319 -0.09548  C22 1.092
28 H -4.64541 -2.87385 -0.15031  C23 1.095
29 H -4.67308 -1.60941 1.07008  C23 1.091
30 H -4.84483 -4.31311 1.41015  O24 0.960
31 C 0.52780 -0.52727 0.28770  C32 1.518, H34 1.094, H35 1.090, H36 1.090
32 C 1.86467 0.19012 0.32666  C31 1.518, O33 1.447, H37 1.096, H38 1.092
33 O 1.66070 1.61113 0.14653  C32 1.447, H39 0.967
34 H -0.07321 -0.37349 1.18902  C31 1.094
35 H 0.70066 -1.60212 0.22459  C31 1.090
36 H -0.06326 -0.20983 -0.57100  C31 1.090
37 H 2.44652 -0.18478 -0.52351  C32 1.096
38 H 2.42909 -0.06475 1.22586  C32 1.092
39 H 2.53751 2.01391 0.21658  O33 0.967
40 C -2.06823 0.04513 -2.80673  C41 1.513, H43 1.088, H44 1.087, H45 1.095
41 C -3.47662 0.26612 -3.31409  C40 1.513, O42 1.424, H46 1.094, H47 1.100
42 O -3.40545 0.60305 -4.69580  C41 1.424, H48 0.961
43 H -1.41210 0.84357 -3.14695  C40 1.088
44 H -1.70216 -0.93432 -3.10414  C40 1.087
45 H -2.11010 0.08391 -1.71357  C40 1.095
46 H -3.96240 1.05708 -2.73574  C41 1.094
47 H -4.04427 -0.66585 -3.17634  C41 1.100
48 H -4.29493 0.71909 -5.04102  O42 0.961



# 3
Density functional theory data (ωB97M-V/def2-TZVPD) for 10 unconnected molecules or ions with the total composition C6H33N2O9.

As for the multiplicity: 2. The calculation puts the LUMO energy (alpha / beta) at 0.0 / -3.4 eV. The charge is 0. The value obtained for the HOMO energy (alpha / beta) is -7.28 / -7.28 eV. For the orbital gap (alpha / beta), the calculation gives 0.2659 / 0.1440 hartree.

Each atom is followed by the atoms it is bonded to, with distances in Å.
Positions of all 50 atoms, in Å:
1 N 1.36733 -0.17811 0.05101  H2 1.010, H3 1.010, H4 1.010, H5 1.010
2 H 0.48259 0.20160 0.35624  N1 1.010
3 H 1.41419 -1.17468 0.20830  N1 1.010
4 H 2.19076 0.33008 0.34046  N1 1.010
5 H 1.29912 0.04133 -0.93251  N1 1.010
6 C 0.80762 1.73334 -2.94504  O7 1.421, H8 1.090, H9 1.090, H10 1.090
7 O 0.90532 0.34531 -2.65632  C6 1.421
8 H 1.51358 2.40899 -2.46210  C6 1.090
9 H 0.90274 1.90870 -4.01663  C6 1.090
10 H -0.18530 2.06789 -2.64456  C6 1.090
11 C 2.46188 -3.98146 -0.03892  O12 1.389, H13 1.090, H14 1.090, H15 1.090
12 O 1.37523 -3.16399 0.24234  C11 1.389
13 H 3.03502 -3.47024 -0.81240  C11 1.090
14 H 2.91937 -4.34087 0.88284  C11 1.090
15 H 2.19221 -4.95488 -0.44857  C11 1.090
16 O 1.86228 -2.40137 2.83703  H17 0.957, H18 0.957
17 H 1.81188 -2.77979 1.95925  O16 0.957
18 H 0.96839 -2.11682 3.02736  O16 0.957
19 O -1.82078 -0.40601 -2.40008  H20 0.957, H21 0.957
20 H -1.00557 0.09500 -2.37476  O19 0.957
21 H -2.51080 0.25631 -2.36232  O19 0.957
22 O 3.51559 0.65718 1.47579  H23 0.957, H24 0.957
23 H 4.05822 0.08494 2.01830  O22 0.957
24 H 4.04399 1.44631 1.35621  O22 0.957
25 O 3.51102 -1.21307 -3.47420  H26 0.957, H27 0.957
26 H 3.53269 -1.65524 -2.62554  O25 0.957
27 H 2.79896 -0.57817 -3.39590  O25 0.957
28 O -1.20685 -2.43711 -0.64368  H29 0.957, H30 0.957
29 H -0.35341 -2.80573 -0.41565  O28 0.957
30 H -1.72638 -2.52227 0.15574  O28 0.957
31 O -0.09215 -2.23597 -3.16456  H32 0.957, H33 0.957
32 H 0.46061 -1.45557 -3.12372  O31 0.957
33 H 0.36485 -2.82248 -3.76738  O31 0.957
34 C -1.43178 0.36520 2.74760  C35 1.468, H40 1.090, H41 1.090, H42 1.090
35 C -1.88557 1.05455 1.53389  C34 1.468, C36 1.532, N39 1.478, H43 1.090
36 C -2.69544 2.29061 1.93784  C35 1.532, O37 1.402, H44 1.090, H45 1.090
37 O -3.04774 3.01524 0.79042  C36 1.402, C38 1.415
38 C -4.09477 3.92802 1.05925  O37 1.415, H46 1.090, H47 1.090, H48 1.090
39 N -0.70247 1.59055 0.82850  C35 1.478, H49 1.010, H50 1.010
40 H -2.27166 -0.25048 3.06953  C34 1.090
41 H -1.20961 0.96428 3.63069  C34 1.090
42 H -0.60986 -0.34697 2.67437  C34 1.090
43 H -2.55576 0.42678 0.94664  C35 1.090
44 H -2.08599 2.86112 2.63870  C36 1.090
45 H -3.56802 1.99434 2.52001  C36 1.090
46 H -5.01789 3.56968 1.51482  C38 1.090
47 H -4.33244 4.49941 0.16195  C38 1.090
48 H -3.78996 4.73110 1.73026  C38 1.090
49 H -0.27124 2.13412 1.56244  N39 1.010
50 H -1.32401 2.28932 0.44704  N39 1.010



Number 1: electronic energy -30720.9465 eV. Number 2: electronic energy -27215.7612 eV. Number 3: electronic energy -28159.4055 eV.